# C4H8N4O

2 unconnected molecules or ions with the total composition C4H8N4O at a distorted geometry (ωB97M-V with the def2-TZVPD basis set, the Open Molecules 2025 dataset).

- frontier orbital gap (alpha / beta) (eV) = 9.7 / 6.7
- net charge = 0
- energy relative to the best compared isomer or geometry (same formula, charge and spin) (kcal/mol) = 81.9
- multiplicity = 3
- HOMO (alpha / beta) (eV) = -8.7 / -10.1

Structure (XYZ):
```
17
Properties=species:S:1:pos:R:3:forces:R:3
H 3.274949 2.950195 0.789581 0.5 -0.5 0.7
N 0.780946 -0.290902 1.290018 0.0 -0.7 -1.0
C -1.642183 -1.984912 -0.169704 3.4 -2.6 -2.4
O -0.502514 -0.158482 0.940538 -1.2 0.6 1.4
H 0.207320 -0.870291 -0.735997 -2.1 0.2 -0.5
H -1.612437 0.018959 -0.905220 2.4 -0.9 1.3
H -1.854515 -2.363268 -1.263284 0.2 0.6 2.2
N 1.529861 1.832388 0.092720 0.3 2.3 -0.2
H 0.789202 -0.016336 2.259598 -0.2 0.3 0.6
H -0.981506 -2.784659 0.337236 -0.9 1.1 -0.8
H -2.503799 -1.933727 0.388489 -2.1 0.5 1.1
N 0.951000 3.191379 -1.426324 -0.2 1.1 -0.5
C 2.111676 3.717104 -0.870645 -2.4 -5.2 1.8
C 2.493234 2.809875 0.092871 0.4 0.2 -0.6
C -0.857168 -0.702103 -0.321390 0.4 0.6 -1.5
N 0.691736 2.058287 -0.855693 0.2 -1.2 -0.3
H 2.429513 4.637472 -1.050826 1.4 3.6 -1.0
```
Positions in Å, forces in eV/Å.

natural (NBO) atomic charge list, values in e, 8 entries: 0.226, -0.248, -0.626, -0.334, 0.212, 0.206, 0.216, 0.027